1.
Computed, not measured: 2 unconnected molecules or ions with the total composition C3H10N2 in a non-equilibrium geometry, with ωB97M-V/def2-TZVPD.

Computed properties:
* E_LUMO (alpha / beta): -6.9 / -8.2 eV
* total charge: +1
* energy above the lowest of the compared OMol25 structures with the same formula, charge and spin: 133.55 kcal per mole
* molecular weight: 74.13 g mol⁻¹
* total energy: -6239.038 eV
* spin multiplicity: 2
* gap between HOMO and LUMO (alpha / beta): 7.70 / 5.43 eV

Last column: natural (NBO) charge in e.
Atoms and positions in Å:
N1 -1.5754 0.0930 0.9009  -0.6954
C1 -0.8916 -0.9587 0.0927  -0.2374
C2 -0.0825 -0.3314 -1.0690  -0.4766
C3 1.2335 0.2435 -0.5417  -0.1298
N2 1.1200 1.2745 0.3526  -0.3666
H1 -0.8700 0.8005 1.1315  0.3719
H2 -1.9579 -0.2748 1.7670  0.3848
H3 -1.7212 -1.6276 -0.1443  0.2569
H4 -0.2197 -1.5573 0.7598  0.1994
H5 0.0630 -1.2665 -1.6128  0.2615
H6 -0.5861 0.4661 -1.6122  0.2798
H7 2.0564 0.1763 -1.2500  0.2775
H8 1.2831 -0.1944 0.5691  0.3699
H9 1.7568 -1.6301 0.2082  0.1209
H10 2.0283 1.4937 0.7751  0.3832


2.
Computed, not measured: 9 unconnected molecules or ions with the total composition C52H117F3O26 in a non-equilibrium geometry, with ωB97M-V/def2-TZVPD.

Computed properties:
* E_LUMO: 0.1 eV
* energy above the lowest of the compared OMol25 structures with the same formula, charge and spin: 233.98 kcal per mole
* molecular weight: 1215.48 g mol⁻¹
* total energy: -117186.171 eV
* structure (SMILES): CCOC(=O)C(F)(F)F.COCCOCCOC.COCCOCCOC.COCCOCCOC.COCCOCCOC.COCCOCCOC.COCCOCCOC.COCCOCCOC.COCCOCCOC
* gap between HOMO and LUMO: 9.22 eV

Last column: Löwdin charge in e.
Atoms and positions in Å:
C1 -1.6840 1.2546 -1.8187  -0.0507
C2 -1.7161 0.5324 -0.4211  -0.1219
O1 -0.9242 1.1885 0.6765  0.0413
C3 -1.4512 2.1787 1.3481  -0.3886
O2 -2.6292 2.5499 1.3082  0.1272
C4 -0.4838 2.8379 2.3118  -0.6060
F1 -0.8516 2.8701 3.5827  0.1836
F2 0.6957 2.1896 2.3675  0.1444
F3 -0.2891 4.0396 1.8848  0.2190
H1 -2.3568 2.1045 -1.9335  0.0708
H2 -1.9882 0.4785 -2.5210  0.0722
H3 -0.6821 1.6098 -2.0595  0.0744
H4 -1.2105 -0.4109 -0.6279  0.1139
H5 -2.7525 0.3298 -0.1515  0.1147
C5 5.8347 -4.3875 -7.8001  -0.1157
O3 5.5047 -4.1207 -6.4609  -0.1733
C6 4.7252 -5.1820 -5.9287  -0.1703
C7 3.3423 -5.5355 -6.5675  -0.2151
O4 2.3998 -4.6494 -6.1074  -0.1732
C8 1.0432 -4.8592 -6.5196  -0.1381
C9 0.1753 -3.6900 -5.9269  -0.1596
O5 -0.1822 -3.9153 -4.5641  -0.1907
C10 -1.0889 -4.9498 -4.2720  -0.1212
H6 6.5367 -3.6112 -8.1047  0.0934
H7 4.9296 -4.2455 -8.3906  0.0761
H8 6.1640 -5.4162 -7.9463  0.0917
H9 4.5263 -4.8101 -4.9236  0.1239
H10 5.2497 -6.1373 -5.9497  0.1152
H11 2.9522 -6.5406 -6.4074  0.1236
H12 3.2489 -5.3646 -7.6400  0.1114
H13 0.8278 -5.7919 -5.9983  0.1111
H14 0.9757 -5.0117 -7.5968  0.1222
H15 -0.6557 -3.3348 -6.5364  0.1163
H16 0.7194 -2.7463 -5.8865  0.1229
H17 -1.8157 -5.1509 -5.0591  0.0932
H18 -1.5079 -4.9041 -3.2667  0.0841
H19 -0.5370 -5.8842 -4.1691  0.0697
C11 -11.7963 0.6630 -0.8439  -0.1575
O6 -11.6245 1.9451 -0.4056  -0.1708
C12 -12.5588 2.9427 -0.8786  -0.1647
C13 -12.1652 3.4897 -2.2165  -0.1938
O7 -11.1186 4.4200 -2.0583  -0.1183
C14 -9.8624 3.9039 -2.3097  -0.2052
C15 -9.4037 3.8435 -3.8460  -0.1368
O8 -7.9886 3.5391 -4.0494  -0.1966
C16 -7.1523 4.5442 -3.4731  -0.1278
H20 -12.7624 0.1695 -0.7374  0.0848
H21 -11.0828 -0.0094 -0.3675  0.0892
H22 -11.6375 0.5860 -1.9196  0.0794
H23 -12.6314 3.7152 -0.1131  0.1315
H24 -13.5986 2.6159 -0.8907  0.1209
H25 -13.0365 3.9774 -2.6536  0.1284
H26 -11.8451 2.7429 -2.9431  0.1190
H27 -9.7095 2.9046 -1.9021  0.1221
H28 -9.2048 4.5539 -1.7325  0.1184
H29 -9.4723 4.8542 -4.2486  0.1154
H30 -9.9698 3.0661 -4.3592  0.1152
H31 -6.3561 4.9164 -4.1179  0.0813
H32 -6.6636 4.0788 -2.6172  0.0847
H33 -7.6287 5.4324 -3.0580  0.0806
C17 -5.0903 -0.0857 -5.7770  -0.1197
O9 -5.2928 -1.2483 -4.9704  -0.1915
C18 -6.0206 -1.0231 -3.6964  -0.1431
C19 -6.1905 -2.2767 -2.7747  -0.2232
O10 -7.1108 -1.9126 -1.7891  -0.1496
C20 -7.4532 -2.9856 -0.8570  -0.1350
C21 -6.4707 -3.2008 0.3428  -0.2194
O11 -5.3404 -3.9869 0.0294  -0.1968
C22 -4.2247 -3.8911 0.9872  -0.0575
H34 -4.3901 0.6126 -5.3184  0.0736
H35 -5.9939 0.5014 -5.9409  0.0798
H36 -4.6530 -0.2852 -6.7554  0.0815
H37 -7.0464 -0.8000 -3.9897  0.1203
H38 -5.6425 -0.3145 -2.9595  0.1195
H39 -5.2230 -2.5542 -2.3563  0.1207
H40 -6.5535 -3.0688 -3.4296  0.1240
H41 -7.5914 -3.8839 -1.4586  0.1212
H42 -8.3943 -2.6874 -0.3949  0.1174
H43 -6.9940 -3.5797 1.2208  0.1177
H44 -6.2990 -2.1583 0.6107  0.1197
H45 -4.4713 -3.9088 2.0487  0.0831
H46 -3.7283 -2.9357 0.8171  0.0725
H47 -3.5932 -4.6998 0.6192  0.0865
C23 7.0352 1.1342 -7.3794  -0.0718
O12 7.3289 1.3043 -8.8009  -0.1979
C24 6.4698 2.1115 -9.6231  -0.1866
C25 6.3944 3.6511 -9.3779  -0.1857
O13 5.6700 3.8502 -8.1975  -0.1563
C26 4.3162 4.2102 -8.3194  -0.1661
C27 3.7021 4.1899 -6.8974  -0.1907
O14 2.3742 4.6498 -6.9448  -0.1831
C28 1.7398 5.0563 -5.8093  -0.1461
H48 6.0074 0.8223 -7.1935  0.0758
H49 7.0527 2.1218 -6.9184  0.0755
H50 7.6584 0.3495 -6.9505  0.0847
H51 5.4835 1.6485 -9.5960  0.1169
H52 6.8208 2.0380 -10.6524  0.1153
H53 6.0297 4.1464 -10.2778  0.1230
H54 7.4338 3.9703 -9.3007  0.1252
H55 3.7846 3.4783 -8.9276  0.1260
H56 4.1535 5.1987 -8.7488  0.1280
H57 4.1586 4.8476 -6.1577  0.1161
H58 3.9599 3.3209 -6.2921  0.1240
H59 0.7292 4.6482 -5.7919  0.0886
H60 1.9278 6.1274 -5.7351  0.1010
H61 1.9183 4.4952 -4.8920  0.0842
C29 4.6907 7.3263 4.6458  -0.0350
O15 4.4230 6.2569 5.6596  -0.1775
C30 3.9863 6.6941 6.8878  -0.2749
C31 3.4060 5.5590 7.7265  -0.1405
O16 4.3146 4.3880 7.8561  -0.1537
C32 3.7948 3.1465 8.3910  -0.1804
C33 4.9342 2.1914 8.7128  -0.2067
O17 5.7661 2.5953 9.7934  -0.1823
C34 7.0468 1.9564 9.6758  -0.1012
H62 5.3084 8.0783 5.1369  0.0791
H63 3.7538 7.7969 4.3477  0.0785
H64 5.1827 6.9726 3.7398  0.0786
H65 3.1414 7.3827 6.8976  0.1231
H66 4.8245 7.1538 7.4115  0.1241
H67 2.5619 5.2927 7.0903  0.1159
H68 3.0032 5.7801 8.7149  0.1236
H69 2.9769 2.7026 7.8235  0.1206
H70 3.2548 3.4732 9.2797  0.1143
H71 5.5647 2.2399 7.8250  0.1156
H72 4.5199 1.2084 8.9371  0.1277
H73 7.0177 0.8669 9.6871  0.0812
H74 7.6951 2.1679 10.5262  0.0837
H75 7.4484 2.3358 8.7362  0.0858
C35 3.5254 1.2288 -0.9644  -0.1307
O18 4.0481 0.5795 -2.0699  -0.1872
C36 4.7780 -0.6606 -1.9500  -0.1468
C37 3.9525 -1.9447 -2.1224  -0.1752
O19 3.2325 -2.3759 -0.9732  -0.1442
C38 3.0902 -3.7874 -0.8731  -0.1862
C39 2.0523 -4.3810 0.0543  -0.1826
O20 2.4231 -4.5339 1.4117  -0.1507
C40 1.7985 -5.5158 2.0304  -0.2040
H76 3.3093 2.2968 -0.9369  0.0844
H77 4.3308 1.2243 -0.2300  0.0744
H78 2.6910 0.6989 -0.5049  0.0835
H79 5.2417 -0.7757 -0.9703  0.1207
H80 5.6007 -0.5565 -2.6575  0.1262
H81 4.7475 -2.6895 -2.1584  0.1140
H82 3.2993 -2.0134 -2.9923  0.1327
H83 4.0451 -4.1759 -0.5191  0.1294
H84 2.9682 -4.2620 -1.8468  0.1209
H85 1.7610 -5.3354 -0.3844  0.1214
H86 1.1144 -3.8278 0.0048  0.1301
H87 0.7157 -5.5439 1.9086  0.0921
H88 1.9604 -5.4243 3.1045  0.0893
H89 2.1920 -6.5241 1.9016  0.0904
C41 -5.8424 0.9445 5.8973  -0.0625
O21 -4.9105 0.1752 6.7356  -0.1921
C42 -4.7156 -1.2204 6.4339  -0.2032
C43 -3.7816 -1.7988 7.4523  -0.2195
O22 -3.5691 -3.2010 7.4191  -0.1440
C44 -2.8134 -3.8060 8.4852  -0.1745
C45 -3.1215 -5.2810 8.5963  -0.1735
O23 -2.1776 -5.8791 9.5391  -0.2265
C46 -1.7311 -7.2773 9.3612  -0.0732
H90 -6.1662 1.8656 6.3819  0.0842
H91 -6.7042 0.3140 5.6786  0.0771
H92 -5.3875 1.1503 4.9283  0.0780
H93 -4.4265 -1.4091 5.4000  0.1244
H94 -5.5739 -1.8651 6.6233  0.1232
H95 -4.1733 -1.5253 8.4320  0.1251
H96 -2.7942 -1.3398 7.5013  0.1263
H97 -3.1207 -3.4369 9.4637  0.1242
H98 -1.7644 -3.5342 8.3678  0.1320
H99 -2.7793 -5.8052 7.7039  0.1121
H100 -4.1451 -5.5967 8.7982  0.1282
H101 -1.3575 -7.6272 10.3236  0.0835
H102 -0.9672 -7.2767 8.5837  0.0756
H103 -2.4509 -7.9748 8.9329  0.0756
C47 7.8741 3.3096 1.4377  -0.0774
O24 7.8814 2.4754 2.6057  -0.1733
C48 6.6706 2.5435 3.2637  -0.2414
C49 6.3534 1.1283 3.7642  -0.1766
O25 6.2596 0.2165 2.6505  -0.1452
C50 6.0767 -1.1234 3.0397  -0.1754
C51 4.5730 -1.4942 3.4832  -0.1645
O26 3.8227 -0.8544 4.5487  -0.2365
C52 2.4104 -1.2550 4.3854  -0.0550
H104 7.3759 2.7572 0.6409  0.0857
H105 8.9151 3.4545 1.1488  0.0859
H106 7.3595 4.2394 1.6801  0.0831
H107 5.8067 2.6081 2.6021  0.1176
H108 6.5707 3.3433 3.9975  0.1308
H109 5.3816 1.1594 4.2568  0.1154
H110 7.0736 0.8295 4.5259  0.1238
H111 6.7815 -1.3858 3.8287  0.1106
H112 6.4261 -1.6973 2.1813  0.1208
H113 4.7275 -2.5233 3.8075  0.1146
H114 3.9967 -1.2883 2.5812  0.1127
H115 2.0785 -0.9162 5.3668  0.0863
H116 2.3426 -2.3055 4.1026  0.0816
H117 2.0662 -0.4896 3.6899  0.0815


3.
Computed, not measured: 2 unconnected molecules or ions with the total composition C4H4N2O2 in a non-equilibrium geometry, with ωB97M-V/def2-TZVPD.

Computed properties:
* E_LUMO: -0.7 eV
* energy above the lowest of the compared OMol25 structures with the same formula, charge and spin: 140.28 kcal per mole
* molecular weight: 112.09 g mol⁻¹
* total energy: -11282.456 eV
* gap between HOMO and LUMO: 8.90 eV

Last column: natural (NBO) charge in e.
Atoms and positions in Å:
C1 0.4573 0.0998 -0.4658  0.1339
C2 -1.0620 -0.3276 -0.5145  -0.2307
C3 0.0598 0.5501 1.1292  0.6493
C4 1.3635 -1.0491 0.0719  0.2228
H1 1.9202 0.7816 -1.6936  0.5041
H2 -1.4040 0.5231 -1.3068  0.2088
H3 -1.4187 -1.3815 -0.5606  0.2338
H4 -2.0185 0.5696 1.3539  0.4173
N1 -1.2117 0.2467 0.7214  -0.6219
N2 1.9396 -2.0215 0.2241  -0.2880
O1 0.7359 1.1591 -1.2505  -0.6332
O2 0.6384 0.8498 2.2914  -0.5963


4.
Computed, not measured: a molecular structure, C31H26N2P2PdS3, with ωB97M-V/def2-TZVPD.

Computed properties:
* E_LUMO: -0.6 eV
* molecular weight: 691.13 g mol⁻¹
* total energy: -90114.609 eV
* gap between HOMO and LUMO: 6.64 eV

Last column: natural (NBO) charge in e.
Atoms and positions in Å:
Pd1 -0.1526 -1.7150 0.3919  0.5212
S1 2.2086 -1.5182 0.7017  -0.5132
P1 1.5448 0.3944 0.5896  1.4252
C1 -0.0696 0.2445 1.0405  -1.3594
P2 -1.6115 0.5688 0.4564  1.4282
S2 -2.4954 -1.2563 0.4705  -0.5221
C2 -1.7067 1.3008 -1.2068  -0.3137
C3 -1.2129 2.5940 -1.3791  -0.2121
C4 -1.1770 3.1688 -2.6375  -0.2103
C5 -1.6468 2.4591 -3.7363  -0.2032
C6 -2.1440 1.1757 -3.5704  -0.2079
C7 -2.1694 0.5940 -2.3090  -0.2243
C8 -2.5037 1.7727 1.4713  -0.4289
C9 -3.7808 2.1936 1.1070  -0.1175
C10 -4.4571 3.1110 1.8926  -0.2319
C11 -3.8569 3.6167 3.0410  -0.1993
C12 -2.5877 3.1963 3.4074  -0.2028
C13 -1.9114 2.2677 2.6256  -0.1916
C14 1.8596 1.0550 -1.0806  -0.3141
C15 1.3317 0.3703 -2.1758  -0.2116
C16 1.4943 0.8609 -3.4579  -0.2005
C17 2.1902 2.0467 -3.6672  -0.2027
C18 2.7208 2.7321 -2.5875  -0.2185
C19 2.5565 2.2392 -1.2978  -0.2146
C20 2.4716 1.5079 1.6757  -0.4202
C21 1.9063 2.7303 2.0303  -0.1970
C22 2.5973 3.6041 2.8537  -0.2027
C23 3.8557 3.2560 3.3305  -0.2017
C24 4.4173 2.0357 2.9858  -0.2279
C25 3.7249 1.1598 2.1595  -0.1183
H1 -0.8513 3.1536 -0.5224  0.2160
H2 -0.7813 4.1684 -2.7639  0.2169
H3 -1.6227 2.9087 -4.7209  0.2136
H4 -2.5132 0.6223 -4.4248  0.2128
H5 -2.5484 -0.4110 -2.1699  0.2395
H6 -4.2416 1.8047 0.2056  0.2130
H7 -5.4500 3.4373 1.6112  0.2147
H8 -4.3854 4.3372 3.6522  0.2135
H9 -2.1259 3.5836 4.3067  0.2137
H10 -0.9322 1.9010 2.9114  0.2427
H11 0.7843 -0.5521 -2.0137  0.2256
H12 1.0717 0.3233 -4.2971  0.2147
H13 2.3168 2.4315 -4.6712  0.2128
H14 3.2686 3.6528 -2.7434  0.2137
H15 2.9820 2.7837 -0.4651  0.2229
H16 0.9197 2.9942 1.6639  0.2203
H17 2.1555 4.5535 3.1282  0.2146
H18 4.3949 3.9357 3.9779  0.2147
H19 5.3928 1.7608 3.3655  0.2159
H20 4.1513 0.1986 1.8982  0.2236
N1 -1.0084 -8.7352 0.1572  -0.7577
C26 0.0920 -8.0761 -0.2439  0.0863
S3 1.4529 -8.8217 -0.7642  -0.1060
C27 -0.0157 -6.5849 -0.1483  -0.0686
C28 -0.7709 -5.9735 0.8457  -0.2495
C29 -0.8346 -4.5924 0.8891  0.0731
N2 -0.2035 -3.8163 0.0067  -0.4516
C30 0.5290 -4.4034 -0.9439  0.0610
C31 0.6532 -5.7746 -1.0549  -0.2021
H21 -1.0099 -9.7396 0.0949  0.4143
H22 -1.8808 -8.2593 0.3082  0.3981
H23 -1.2772 -6.5473 1.6097  0.2266
H24 -1.4098 -4.0781 1.6481  0.2238
H25 1.0380 -3.7377 -1.6284  0.2205
H26 1.2640 -6.2144 -1.8296  0.2502